This record from OMol25 describes C12H17FeO10 as an isolated structure at a distorted geometry. The level of theory is the ωB97M-V functional and the def2-TZVPD basis.

Last column: natural (NBO) charge in e.
CARTESIAN COORDINATES (ANGSTROEM)
Fe -0.67 0.07 -0.08  1.912
C 2.07 2.74 1.37  -0.417
C 2.42 3.99 0.80  0.451
C 1.85 4.39 -0.66  0.441
O 2.39 5.34 -1.19  -0.519
C 0.80 3.63 -1.26  -0.410
C 0.55 2.43 -0.70  0.335
C 1.17 2.00 0.71  0.346
O 0.71 0.80 1.04  -0.819
O -0.24 1.53 -1.23  -0.773
O 2.89 4.98 1.32  -0.501
H 2.42 2.59 2.41  0.237
H 0.25 3.83 -2.15  0.231
C -4.23 1.65 -0.22  -0.726
C -2.95 0.81 -0.24  0.781
O -2.32 0.83 0.92  -0.760
O -2.58 0.07 -1.18  -0.714
H -3.96 2.69 0.04  0.251
H -4.84 1.27 0.59  0.246
H -4.81 1.76 -1.16  0.236
C -1.65 -3.03 0.46  -0.087
C -0.89 -4.20 0.93  -0.109
O 0.49 -4.36 0.47  -0.716
O -1.07 -1.76 0.99  -0.801
H -2.62 -3.24 0.98  0.196
H -1.74 -2.94 -0.63  0.205
H -1.35 -5.12 0.51  0.205
H -1.04 -4.29 2.02  0.168
H 0.93 -3.59 0.76  0.486
H -1.41 -1.64 1.94  0.520
C 2.64 -1.81 -0.42  -0.097
C 1.89 -0.89 -1.33  -0.100
O 0.50 -1.22 -1.21  -0.779
O 2.07 -1.95 0.86  -0.738
H 3.71 -1.53 -0.29  0.192
H 2.66 -2.84 -0.81  0.196
H 2.12 -0.92 -2.43  0.210
H 2.04 0.17 -1.10  0.204
H -0.04 -1.20 -2.05  0.521
H 1.84 -1.05 1.21  0.497

Its multiplicity is 6. The lowest unoccupied orbital energy (spin up / spin down) is -0.19 / -1.80 eV. The value obtained for the HOMO energy (spin up / spin down) is -8.434 / -8.386 eV. Its total energy is -67580.3759 eV.